# 1
A molecular structure, C8H26AgFO8 at a distorted geometry, computed with wB97M-V/def2-TZVPD.

The geometry in XYZ format:
```
44
Properties=species:S:1:pos:R:3:forces:R:3:lowdin_charge:R:1
Ag 4.770943 -22.092438 -20.068361 0.6 0.2 0.2 0.86
F 7.008627 -20.955278 -19.745208 0.1 -0.6 0.7 -0.47
C 9.852479 -20.446830 -21.451223 0.5 1.8 -2.5 -0.19
O 9.512391 -21.577097 -20.808486 -0.3 -2.8 3.6 -0.12
H 9.564718 -20.735272 -22.462214 0.4 1.4 -0.8 0.09
H 9.280257 -19.595783 -21.081925 0.1 0.3 -0.2 0.08
H 10.914934 -20.206198 -21.413849 0.0 -0.2 0.1 0.10
H 8.632141 -21.374242 -20.483495 -0.8 -0.6 0.3 0.02
C 6.902725 -19.212582 -23.108880 0.4 -1.1 0.2 -0.15
O 5.511585 -18.939963 -23.096969 0.0 1.0 -0.2 -0.11
H 7.624654 -18.395961 -23.115591 -0.9 0.9 0.0 0.09
H 7.151485 -19.749500 -22.193488 0.2 -0.4 -0.2 0.04
H 7.150328 -19.777634 -24.007490 0.1 -0.4 0.1 0.08
H 5.044855 -19.623666 -22.610841 0.3 0.0 -0.1 0.06
C 9.605322 -20.572789 -17.285783 3.3 1.9 -1.0 -0.08
C 8.797686 -21.859497 -16.856400 -1.8 -2.1 -0.2 -0.13
O 7.532697 -21.407663 -16.865522 -0.8 0.6 1.5 0.14
O 10.634827 -21.097856 -18.100552 -1.0 0.7 2.3 0.10
H 10.030013 -20.034849 -16.438228 0.4 -0.9 0.5 0.15
H 9.055068 -19.737876 -17.719660 -0.9 -0.9 -0.8 0.14
H 9.002607 -22.304861 -15.882868 0.6 0.6 0.0 0.17
H 8.847173 -22.606336 -17.648791 0.9 -0.1 0.0 0.12
H 7.241229 -21.335215 -17.777332 -0.7 0.3 -1.5 0.08
H 10.216806 -21.537211 -18.844748 -0.1 0.0 -1.8 0.08
C 4.989978 -18.279153 -19.903248 -0.9 1.7 0.4 -0.19
C 6.284275 -17.706975 -19.272499 -2.3 1.5 0.2 -0.27
O 7.361819 -18.161450 -19.935799 2.7 -0.9 -1.4 -0.06
O 4.786106 -19.651372 -19.587509 -0.1 -0.4 0.1 -0.14
H 4.985213 -18.128017 -20.982712 0.7 -0.1 -0.1 0.10
H 4.091861 -17.728637 -19.623208 0.1 0.0 0.6 0.12
H 6.453946 -17.753001 -18.196762 -0.8 -0.8 0.5 0.12
H 6.263580 -16.624522 -19.398834 -0.2 0.2 -0.4 0.13
H 7.300136 -19.112637 -20.050007 0.2 -0.4 0.0 0.02
H 5.703893 -19.924568 -19.519482 0.5 -1.0 0.2 -0.02
C 6.628230 -25.339668 -18.849545 1.5 -0.5 1.0 -0.17
C 7.784130 -25.691664 -17.811703 -2.1 0.5 -0.6 -0.23
O 9.104275 -25.412723 -18.250484 -0.8 -0.1 0.5 -0.05
O 6.378257 -23.935561 -18.845437 -0.4 1.0 0.4 -0.14
H 5.727945 -25.812831 -18.457503 0.0 -0.1 -0.4 0.12
H 6.855405 -25.545805 -19.895496 0.1 -1.0 0.2 0.13
H 7.720621 -26.678501 -17.353225 -0.2 -0.6 -0.9 0.12
H 7.523216 -25.097639 -16.935828 0.0 0.7 0.1 0.11
H 9.502045 -25.767098 -17.451864 1.5 0.2 -0.3 0.09
H 7.228896 -23.506053 -18.961806 0.1 0.2 -0.3 0.05
```
Positions in Å, forces in eV/Å.

## Properties
strongest force on any atom = 4.5 eV/A
total charge = +1
gap between HOMO and LUMO (alpha / beta) = 8.118 / 3.988 eV
LUMO (alpha / beta) = -0.1642 / -0.3160 Ha
multiplicity = 2

# 2
A molecular structure, C26H32BrIMnN9O3S3 at a distorted geometry, computed with wB97M-V/def2-TZVPD.

The geometry in XYZ format:
```
76
Properties=species:S:1:pos:R:3:forces:R:3:lowdin_charge:R:1
Mn 0.266877 -1.693274 0.323033 -0.5 -1.2 -0.8 0.57
N -1.316132 -0.514289 -1.093265 0.3 -0.2 0.2 0.04
C -1.407377 -1.288693 -2.336516 0.4 0.2 -0.2 -0.26
C -1.768962 -0.457460 -3.585909 0.2 0.0 0.1 -0.14
C -1.125931 0.935134 -3.725625 0.0 -0.1 0.1 -0.18
C 0.404982 1.034412 -3.876283 -0.4 0.0 0.0 -0.22
N 0.984566 0.338336 -5.006061 0.8 -0.2 0.0 0.01
C 0.419566 0.487348 -6.266306 -1.9 -0.2 0.1 -0.52
N 0.597141 -0.579708 -7.167266 0.8 0.2 -0.1 0.08
N 0.317988 1.782256 -6.825711 0.9 0.1 -0.1 0.08
C -0.118833 -2.150610 -2.479900 -0.7 0.3 -0.9 -0.58
O 0.210233 -2.589149 -3.576522 0.0 0.3 0.2 0.04
O 0.471752 -2.405264 -1.380514 0.8 -0.5 -0.1 -0.17
H -2.224514 -0.346995 -0.683263 0.0 0.1 0.0 0.00
H -0.857936 0.375640 -1.252776 -0.1 0.0 0.1 0.06
H -2.193382 -2.034779 -2.192393 0.0 0.0 0.0 0.15
H -2.850130 -0.293297 -3.573964 0.0 -0.1 -0.1 0.11
H -1.535508 -1.066878 -4.459439 0.0 0.0 0.0 0.11
H -1.420057 1.545571 -2.862777 0.0 0.1 -0.1 0.10
H -1.572530 1.412480 -4.601910 -0.1 0.0 0.0 0.10
H 0.905150 0.651941 -2.982690 0.0 0.0 0.0 0.10
H 0.662511 2.097549 -3.960543 0.0 0.0 0.1 0.10
H 1.104280 -0.640233 -4.788284 0.0 -0.2 0.1 0.09
H 0.632401 -1.464844 -6.682914 -0.1 -0.1 -0.1 0.07
H -0.085746 -0.601717 -7.909729 -0.1 -0.1 0.1 0.07
H 0.025904 2.474210 -6.153111 -0.1 0.0 0.0 0.06
H -0.274860 1.805946 -7.639939 -0.1 0.0 0.1 0.07
S -1.706714 -3.046886 1.055668 0.1 0.3 -0.3 0.60
C -0.995929 -3.720122 2.490913 0.0 -0.1 0.0 -0.70
C -1.825162 -3.986423 3.581330 0.0 0.0 0.2 -0.07
C -1.345691 -4.571863 4.743964 0.4 -0.1 -0.3 -0.20
C -2.222256 -4.813808 5.840665 -0.3 -0.1 0.3 -0.19
N -2.939385 -5.009484 6.719350 0.0 0.0 0.0 0.15
C 0.014843 -4.937333 4.817101 -0.2 0.2 -0.4 -0.20
C 0.849625 -4.663606 3.742738 -0.1 0.0 0.2 -0.07
C 0.384148 -4.037551 2.584325 0.0 0.1 -0.1 -0.69
S 1.508924 -3.685418 1.310351 -0.1 0.4 -0.3 0.65
C 0.549660 -5.564935 5.978649 0.2 -0.2 0.3 -0.19
N 1.009627 -6.070294 6.904635 0.0 0.0 0.0 0.15
H -2.870250 -3.718076 3.506688 0.0 0.0 0.1 0.11
H 1.894796 -4.935031 3.800518 0.0 0.0 0.0 0.11
Br -6.207095 3.024275 1.290110 0.1 0.1 0.0 0.68
C -4.808264 3.374414 2.523569 0.1 -0.2 0.0 -0.74
C -4.846407 4.573536 3.220824 -0.1 0.0 -0.1 -0.15
C -3.873938 4.861513 4.161384 0.1 -0.1 0.1 -0.09
C -2.860111 3.945006 4.411602 -0.1 0.1 0.0 -0.08
C -2.811817 2.757162 3.701939 0.1 -0.1 0.1 -0.16
C -3.779662 2.461916 2.753925 -0.3 0.0 -0.4 -0.73
I -3.611741 0.662820 1.679927 0.1 0.1 0.4 0.94
H -5.646313 5.272453 3.017720 0.0 0.0 0.0 0.09
H -3.910602 5.798550 4.701450 0.0 0.0 0.0 0.10
H -2.104980 4.151013 5.158333 0.0 0.0 0.0 0.11
H -2.014065 2.048458 3.886373 0.0 0.0 0.0 0.02
S 0.235947 0.614919 4.290203 0.0 0.3 0.5 0.58
C 0.202140 -0.227136 2.935330 0.0 -0.4 -0.7 -0.91
N 0.202403 -0.830571 1.928730 -0.1 1.0 1.7 -0.08
C 1.210073 2.635266 -0.577735 0.0 -0.1 0.0 -0.02
N 2.508094 2.081432 -0.213924 -0.1 -0.1 0.0 -0.11
C 3.512860 2.985402 0.311138 0.0 0.1 0.0 -0.05
C 2.584704 0.726928 -0.103341 0.1 0.3 0.0 -0.46
O 1.572736 0.046882 -0.323022 -0.1 -0.3 0.1 -0.02
N 3.797361 0.199793 0.271301 -0.1 -0.1 -0.1 -0.14
C 5.003119 0.537346 -0.470103 0.1 0.1 0.0 -0.06
C 3.790910 -1.148619 0.820062 -0.1 0.0 0.0 -0.07
H 1.256944 3.718411 -0.499101 0.0 0.0 0.0 0.09
H 0.431323 2.258979 0.088910 0.0 0.0 0.0 0.10
H 0.949096 2.371284 -1.602164 0.0 0.0 0.0 0.06
H 3.023563 3.794909 0.853536 0.0 0.0 0.0 0.09
H 4.119481 3.426663 -0.484598 0.0 0.0 0.0 0.09
H 4.159140 2.458802 1.007515 0.0 0.0 0.0 0.09
H 4.808920 1.312062 -1.208673 0.0 0.0 0.0 0.08
H 5.365428 -0.347109 -1.000398 0.0 0.0 0.0 0.09
H 5.795984 0.877158 0.202165 0.0 0.0 0.0 0.09
H 2.945909 -1.271816 1.490214 0.0 0.0 0.0 0.04
H 4.707002 -1.286081 1.394732 0.0 0.0 0.0 0.10
H 3.734168 -1.918826 0.045748 0.0 0.0 0.0 0.09
```
Positions in Å, forces in eV/Å.

## Properties
strongest force on any atom = 2.0 eV/A
total charge = -1
gap between HOMO and LUMO (alpha / beta) = 4.204 / 6.694 eV
energy above the lowest of the compared OMol25 structures with the same formula, charge and spin = 208.48 kJ/mol
LUMO (alpha / beta) = 0.0463 / 0.0679 Ha
multiplicity = 6

# 3
3 unconnected molecules or ions with the total composition C47H56BN5O12P, computed with wB97M-V/def2-TZVPD.

The geometry in XYZ format:
```
122
Properties=species:S:1:pos:R:3:forces:R:3:lowdin_charge:R:1
C 9.224487 -2.375808 1.115148 -0.1 -0.1 -0.1 -0.10
O 8.586777 -1.301839 0.454554 0.1 0.1 -0.1 -0.18
C 7.212274 -1.198650 0.714171 -0.2 0.0 0.2 -0.27
C 6.778702 0.252351 0.607179 -0.2 -0.3 -0.3 -0.17
C 5.261766 0.385182 0.762904 0.0 0.1 0.2 -0.23
C 4.845331 1.782520 1.224331 -0.1 0.0 -0.4 -0.15
C 3.419691 2.220001 0.877507 0.2 0.4 0.4 -0.16
N 3.168996 2.266464 -0.567566 -0.1 -0.1 -0.1 0.13
B 3.616068 3.531033 -1.257435 0.1 0.0 0.2 -0.71
O 4.640361 3.426908 -2.129856 -0.3 -0.1 -0.1 0.24
O 3.065426 4.710918 -0.859932 0.0 0.1 -0.6 0.06
C 1.731640 5.045470 -1.264318 0.0 0.0 0.3 -0.03
C 2.600884 1.334553 -1.321259 0.0 -0.3 0.2 -0.28
N 2.422665 1.554015 -2.639191 0.1 0.3 0.0 0.23
C 1.839237 0.481411 -3.129443 -0.1 0.1 -0.2 -0.22
C 1.468529 0.267609 -4.549695 -0.1 0.0 -0.3 -0.03
C 1.208064 1.588580 -5.277675 0.0 0.2 0.0 -0.17
O 1.308961 1.395284 -6.680377 0.2 -0.1 0.0 -0.05
C 2.372990 2.066192 -7.281113 -0.1 0.2 -0.1 -0.50
C 3.640920 1.260150 -7.411315 -0.2 0.0 0.0 0.03
O 2.244130 3.192494 -7.650486 0.1 -0.3 0.1 0.16
N 1.614430 -0.404508 -2.178529 -0.1 -0.1 0.2 -0.05
O 1.044202 -1.605089 -2.334669 0.1 -0.1 0.3 -0.03
C -0.396394 -1.605465 -2.043960 -0.2 -0.3 0.1 -0.12
C -1.079025 -2.590506 -2.985585 -0.1 0.1 -0.1 -0.18
N -2.506982 -2.287184 -2.994299 0.0 -0.1 -0.2 -0.06
C -3.028260 -1.762209 -4.260931 0.0 -0.3 -0.1 -0.16
C -2.427476 -0.426509 -4.699792 0.0 0.2 -0.1 -0.42
C -1.962519 -0.428198 -6.153127 0.0 0.0 0.2 -0.04
O -3.430353 0.574727 -4.497447 0.0 -0.1 0.2 -0.03
N 2.102733 0.099827 -0.955444 0.0 0.2 -0.3 -0.03
P 2.029016 -0.705553 0.611237 0.1 -0.1 0.1 0.97
C 2.383477 -2.429224 0.105906 0.0 0.0 0.1 -0.23
O 0.390516 -0.673811 0.751404 0.1 -0.2 -0.1 -0.29
H 8.602622 -3.277972 1.103867 0.0 0.0 0.0 0.09
H 10.145969 -2.590479 0.579225 0.1 0.1 0.1 0.09
H 9.447666 -2.115996 2.154437 0.0 0.0 0.0 0.09
H 6.965877 -1.583353 1.714513 0.1 0.1 0.0 0.12
H 6.640789 -1.808608 -0.004524 0.0 0.0 0.0 0.13
H 7.314051 0.851825 1.345236 0.0 0.0 0.0 0.13
H 7.053187 0.604799 -0.390391 0.2 0.2 0.1 0.13
H 4.795207 0.166394 -0.204569 0.0 -0.1 0.0 0.10
H 4.893540 -0.361859 1.473909 0.0 0.0 0.0 0.10
H 4.960624 1.894278 2.304349 0.1 0.0 0.0 0.13
H 5.520719 2.507426 0.755543 0.0 0.0 0.1 0.12
H 2.656913 1.655554 1.398499 0.0 -0.2 -0.1 0.04
H 3.320053 3.249535 1.231658 -0.1 0.0 -0.1 0.14
H 4.695296 4.187256 -2.720349 0.3 0.1 0.2 0.13
H 1.629920 6.124173 -1.183605 0.0 0.0 0.0 0.10
H 1.001659 4.568821 -0.605761 0.0 0.0 0.0 0.08
H 1.549327 4.750910 -2.299290 0.0 0.0 0.0 0.09
H 0.596775 -0.383644 -4.622610 0.0 0.0 0.0 0.10
H 2.282943 -0.258018 -5.055530 0.1 0.0 0.1 0.14
H 0.199995 1.948864 -5.062441 0.0 0.0 0.0 0.13
H 1.903719 2.357653 -4.936236 0.0 0.0 0.0 0.12
H 4.376255 1.664711 -6.712696 0.0 0.0 0.0 0.10
H 4.036324 1.383774 -8.417428 0.0 0.0 0.0 0.10
H 3.481342 0.207272 -7.194870 0.0 0.0 -0.1 0.08
H -0.795218 -0.598091 -2.149504 0.1 0.0 -0.1 0.12
H -0.531237 -1.915156 -1.010424 0.0 0.1 0.0 0.10
H -0.919233 -3.604640 -2.616768 0.0 0.0 0.0 0.13
H -0.632031 -2.542970 -3.987169 0.0 0.1 0.0 0.12
H -3.012971 -3.139012 -2.786299 -0.1 0.1 0.3 0.10
H -2.905936 -2.498130 -5.068619 0.1 0.1 0.0 0.12
H -4.101443 -1.615701 -4.133719 0.0 0.1 0.0 0.13
H -1.564059 -0.176825 -4.070382 0.0 -0.2 0.1 0.10
H -1.323715 0.431944 -6.361040 -0.1 0.0 -0.1 0.06
H -1.396968 -1.335667 -6.376524 0.0 0.0 0.0 0.08
H -2.830481 -0.378408 -6.810508 0.0 -0.1 0.0 0.10
H -3.013311 1.421024 -4.320534 0.0 0.1 -0.1 0.09
H 3.023387 -2.481969 -0.773259 0.0 0.0 0.0 0.05
H 1.469020 -2.991385 -0.078185 0.0 0.0 -0.1 0.04
H 2.913130 -2.878853 0.948005 0.0 -0.1 -0.1 0.04
H 0.106701 -1.088020 1.577547 -0.1 0.2 0.1 0.08
C -6.323788 0.333526 0.347476 0.0 0.0 0.0 -0.05
C -5.340634 -0.025103 -0.568849 0.0 0.0 0.0 -0.05
C -4.853626 -1.321057 -0.597620 0.0 0.0 0.0 0.00
C -5.348713 -2.266040 0.295941 0.0 0.0 0.0 -0.08
C -6.324196 -1.901287 1.225751 0.0 0.0 0.0 -0.08
C -6.813477 -0.601133 1.243972 0.0 0.1 0.0 0.00
C -6.848757 -2.883848 2.219021 0.0 0.0 0.0 -0.28
O -7.698914 -2.570483 3.021825 0.0 0.0 0.0 0.12
C -6.282180 -4.263965 2.190841 0.0 0.0 0.0 -0.08
C -6.721174 -5.188099 3.130137 0.0 -0.1 0.0 0.00
C -6.220295 -6.479114 3.116117 0.0 0.0 0.0 -0.05
C -5.282846 -6.855208 2.160628 0.0 0.0 0.0 -0.05
C -4.839096 -5.937352 1.223982 0.0 -0.1 0.0 0.00
C -5.331676 -4.637613 1.238175 0.0 0.0 0.0 -0.09
C -4.826994 -3.661602 0.235591 0.0 0.1 0.0 -0.27
O -4.009394 -3.985297 -0.605288 0.1 -0.1 0.0 0.08
H -6.708281 1.344930 0.361891 0.0 0.0 0.0 0.11
H -4.956965 0.707994 -1.267108 0.0 0.0 0.0 0.10
H -4.089893 -1.610462 -1.307821 0.0 0.0 0.0 0.09
H -7.575732 -0.338437 1.964519 0.0 0.0 0.0 0.12
H -7.454950 -4.881888 3.862875 0.0 0.0 0.0 0.12
H -6.562599 -7.197066 3.849477 0.0 0.0 0.0 0.11
H -4.899409 -7.866820 2.148225 0.0 0.0 0.0 0.11
H -4.110997 -6.214845 0.474335 0.0 0.0 0.0 0.12
C -2.347231 2.462953 9.027636 0.0 0.0 0.0 -0.05
C -1.094645 1.873587 9.156442 0.0 0.0 0.0 -0.05
C -0.284967 1.709698 8.045270 0.0 0.0 0.1 0.00
C -0.728727 2.129530 6.797099 0.0 0.0 0.0 -0.09
C -1.993933 2.709665 6.665545 0.0 0.0 0.0 -0.08
C -2.797140 2.879753 7.786005 0.0 0.0 0.1 0.00
C -2.513778 3.141007 5.337992 0.0 0.0 0.0 -0.27
O -3.605127 3.649495 5.214649 0.0 0.0 0.0 0.12
C -1.637781 2.917978 4.146312 0.0 0.0 0.0 -0.07
C -2.111364 3.266637 2.886534 0.0 0.0 -0.1 0.01
C -1.313424 3.075874 1.771660 0.0 0.0 0.0 -0.05
C -0.034699 2.546339 1.914689 0.0 0.0 0.0 -0.08
C 0.439189 2.194959 3.165343 0.0 0.0 -0.1 -0.01
C -0.363414 2.372440 4.285397 0.0 0.0 0.0 -0.08
C 0.163764 1.956717 5.620726 0.0 0.0 0.0 -0.28
O 1.278693 1.489826 5.723337 0.0 0.0 0.0 0.10
H -2.974436 2.595118 9.899052 0.0 0.0 0.0 0.11
H -0.749915 1.543297 10.127174 0.0 0.0 0.0 0.11
H 0.694004 1.258784 8.130758 0.0 0.0 0.0 0.12
H -3.770110 3.336729 7.669735 0.0 0.0 0.0 0.12
H -3.105629 3.682794 2.798711 0.0 0.0 0.0 0.12
H -1.686620 3.341757 0.790950 0.0 0.0 0.0 0.11
H 0.585857 2.397132 1.038871 0.0 0.0 0.0 0.08
H 1.428346 1.775601 3.301570 0.0 0.0 0.0 0.11
```
Positions in Å, forces in eV/Å.

## Properties
strongest force on any atom = 0.6 eV/A
total charge = +1
gap between HOMO and LUMO = 8.560 eV
LUMO = -0.1030 Ha